{"formula": "C5H12N2", "method": "the ωB97M-V functional and the def2-TZVPD basis", "energy_ha": -307.104801, "mol_weight_g_mol": 100.16, "smiles": "C=C(C)NC.C=N", "orbital_gap_ev": 8.615, "elements": ["C", "C", "C", "N", "C", "H", "H", "H", "H", "H", "H", "H", "H", "H", "C", "N", "H", "H", "H"], "positions_angstrom": [[0.774, 1.403, 1.036], [0.412, 0.194, 0.518], [1.287, -1.016, 0.713], [-0.989, -0.068, 0.435], [-1.582, -1.383, 0.336], [1.779, 1.567, 1.387], [0.158, 2.280, 0.908], [2.329, -0.710, 0.768], [1.036, -1.534, 1.639], [1.174, -1.712, -0.117], [-1.575, 0.757, 0.440], [-1.328, -1.843, -0.622], [-2.665, -1.295, 0.412], [-1.217, -2.028, 1.134], [0.482, 0.956, -1.642], [-0.792, 0.730, -1.881], [0.913, 1.960, -1.653], [1.169, 0.167, -1.930], [-1.365, 1.574, -1.879]]}

{"formula": "C37H75N9O8S2", "method": "the ωB97M-V functional and the def2-TZVPD basis", "energy_ha": -3345.779808, "mol_weight_g_mol": 838.20, "orbital_gap_ev": 8.384, "elements": ["C", "C", "O", "O", "C", "C", "C", "C", "C", "C", "C", "C", "C", "C", "S", "C", "N", "N", "C", "O", "C", "C", "N", "S", "N", "C", "H", "H", "H", "H", "H", "H", "H", "H", "H", "H", "H", "H", "H", "H", "H", "H", "H", "H", "H", "H", "C", "C", "C", "O", "C", "N", "H", "H", "H", "H", "H", "H", "H", "H", "H", "H", "H", "C", "C", "C", "O", "C", "N", "H", "H", "H", "H", "H", "H", "H", "H", "H", "H", "H", "C", "C", "C", "O", "C", "N", "H", "H", "H", "H", "H", "H", "H", "H", "H", "H", "H", "C", "C", "C", "O", "C", "N", "H", "H", "H", "H", "H", "H", "H", "H", "H", "H", "H", "C", "C", "C", "O", "C", "N", "H", "H", "H", "H", "H", "H", "H", "H", "H", "H", "H"], "positions_angstrom": [[0.692, -1.989, 0.257], [-0.706, -2.421, -0.046], [-1.468, -2.865, 0.756], [-1.088, -2.231, -1.357], [-1.505, -0.851, -1.552], [-2.343, -0.746, -2.808], [-3.801, -0.434, -2.469], [-4.010, 1.048, -2.133], [-4.111, 1.350, -0.631], [-3.011, 2.152, -0.008], [-1.827, 2.461, -0.583], [-0.827, 3.258, 0.043], [0.454, 3.558, -0.700], [0.993, 2.380, -1.497], [2.420, 2.904, -2.512], [3.686, 1.907, -1.897], [4.535, 2.169, -0.982], [5.389, 1.069, -0.918], [4.971, 0.244, -1.790], [3.906, 0.687, -2.468], [-1.046, 3.760, 1.290], [-2.259, 3.458, 1.949], [-2.640, 3.851, 3.163], [-4.096, 3.220, 3.410], [-4.315, 2.445, 2.040], [-3.227, 2.651, 1.303], [0.727, -1.702, 1.298], [0.918, -1.113, -0.341], [1.420, -2.752, 0.014], [-2.079, -0.564, -0.676], [-0.607, -0.241, -1.611], [-1.978, 0.066, -3.430], [-2.286, -1.659, -3.385], [-4.142, -1.044, -1.640], [-4.420, -0.707, -3.315], [-3.249, 1.652, -2.610], [-4.957, 1.343, -2.567], [-5.020, 1.913, -0.450], [-4.238, 0.433, -0.064], [-1.633, 2.108, -1.581], [0.335, 4.426, -1.342], [1.216, 3.831, 0.021], [0.259, 1.970, -2.177], [1.325, 1.600, -0.820], [5.371, -0.716, -2.040], [-0.317, 4.391, 1.771], [3.227, -0.434, 5.489], [4.100, -0.290, 4.245], [3.708, 0.875, 3.332], [2.547, 0.645, 2.548], [1.323, 0.874, 3.209], [4.133, -1.571, 3.534], [2.262, -0.883, 5.254], [3.715, -1.082, 6.216], [3.048, 0.534, 5.963], [5.121, -0.081, 4.581], [4.514, 1.030, 2.620], [3.595, 1.807, 3.904], [1.403, 1.704, 3.917], [0.976, -0.020, 3.733], [0.579, 1.132, 2.452], [4.812, -1.510, 2.780], [3.232, -1.695, 3.078], [8.903, -1.233, 3.740], [8.014, -2.466, 3.610], [8.787, -3.783, 3.472], [9.363, -4.002, 2.199], [10.611, -3.377, 1.976], [7.068, -2.258, 2.512], [9.328, -0.939, 2.780], [8.318, -0.389, 4.104], [9.722, -1.406, 4.440], [7.428, -2.548, 4.530], [8.083, -4.606, 3.615], [9.554, -3.869, 4.253], [11.209, -3.346, 2.892], [10.498, -2.361, 1.589], [11.143, -3.967, 1.231], [6.401, -3.025, 2.501], [7.580, -2.348, 1.638], [-2.597, -5.017, -5.020], [-2.303, -4.580, -3.587], [-1.886, -5.722, -2.656], [-2.943, -6.562, -2.238], [-3.309, -7.583, -3.145], [-3.454, -3.836, -3.069], [-3.569, -5.504, -5.102], [-2.616, -4.150, -5.680], [-1.836, -5.707, -5.389], [-1.456, -3.887, -3.621], [-1.488, -5.280, -1.739], [-1.084, -6.322, -3.108], [-2.438, -7.965, -3.686], [-4.058, -7.243, -3.866], [-3.743, -8.395, -2.562], [-3.208, -3.453, -2.159], [-4.183, -4.516, -2.864], [-8.571, -3.118, -5.704], [-7.223, -3.066, -4.991], [-7.317, -2.760, -3.492], [-7.581, -1.406, -3.178], [-8.941, -1.023, -3.238], [-6.340, -2.134, -5.694], [-8.967, -2.120, -5.887], [-8.460, -3.603, -6.673], [-9.307, -3.679, -5.125], [-6.772, -4.061, -5.069], [-6.339, -2.978, -3.055], [-8.044, -3.417, -2.995], [-9.599, -1.839, -2.928], [-9.229, -0.690, -4.239], [-9.074, -0.186, -2.553], [-5.407, -2.195, -5.293], [-6.652, -1.190, -5.486], [0.939, 9.304, 3.869], [-0.045, 8.148, 3.723], [0.621, 6.785, 3.505], [1.134, 6.577, 2.202], [2.418, 7.118, 1.950], [-1.012, 8.474, 2.673], [1.350, 9.607, 2.906], [0.434, 10.172, 4.291], [1.769, 9.040, 4.528], [-0.599, 8.068, 4.663], [-0.142, 6.014, 3.642], [1.406, 6.604, 4.251], [3.049, 7.074, 2.843], [2.362, 8.150, 1.597], [2.877, 6.515, 1.168], [-1.741, 7.766, 2.652], [-0.543, 8.387, 1.776]]}

{"formula": "C3H5NO", "method": "the ωB97M-V functional and the def2-TZVPD basis", "energy_ha": -247.202375, "mol_weight_g_mol": 71.08, "orbital_gap_ev": 9.947, "elements": ["C", "C", "N", "C", "O", "H", "H", "H", "H", "H"], "positions_angstrom": [[-0.692, -0.752, 0.017], [-0.388, 0.745, 0.148], [1.045, 0.811, -0.346], [1.505, -0.456, -0.591], [0.591, -1.344, -0.280], [-1.070, -1.228, 0.922], [-1.345, -1.011, -0.820], [-1.056, 1.344, -0.489], [-0.499, 1.118, 1.167], [1.909, 0.773, 0.272]]}

{"formula": "C36H49BBr3N5O3S", "method": "the ωB97M-V functional and the def2-TZVPD basis", "energy_ha": -10045.710345, "mol_weight_g_mol": 882.41, "smiles": "CCCCNc1c(CCOCC)c2c(c(C[C@H](C)Br)c1B(O)N(C)C)N(O)c1cc(N=C(C)C)c(/C(Br)=C(/C)Br)cc1S2.c1ccncc1", "orbital_gap_ev": 7.885, "elements": ["C", "C", "C", "C", "N", "C", "C", "C", "C", "O", "C", "C", "C", "C", "C", "C", "C", "C", "Br", "C", "B", "O", "N", "C", "C", "N", "O", "C", "C", "C", "N", "C", "C", "C", "C", "C", "Br", "C", "C", "Br", "C", "C", "S", "H", "H", "H", "H", "H", "H", "H", "H", "H", "H", "H", "H", "H", "H", "H", "H", "H", "H", "H", "H", "H", "H", "H", "H", "H", "H", "H", "H", "H", "H", "H", "H", "H", "H", "H", "H", "H", "H", "H", "H", "H", "H", "H", "H", "C", "C", "C", "N", "C", "C", "H", "H", "H", "H", "H"], "positions_angstrom": [[5.415, -2.426, 2.061], [5.312, -2.567, 0.536], [4.710, -1.293, -0.096], [3.903, -1.558, -1.371], [2.463, -1.755, -1.172], [1.820, -0.618, -0.580], [1.481, -0.720, 0.776], [1.734, -2.029, 1.497], [0.688, -3.058, 1.026], [0.015, -3.622, 2.140], [-0.734, -4.768, 1.815], [-2.198, -4.453, 1.556], [0.918, 0.388, 1.407], [0.662, 1.581, 0.730], [0.974, 1.644, -0.633], [0.720, 2.920, -1.401], [-0.497, 2.869, -2.378], [-1.208, 4.215, -2.377], [-1.806, 1.501, -1.849], [1.546, 0.552, -1.304], [1.911, 0.621, -2.850], [2.781, 1.657, -3.250], [1.446, -0.278, -3.885], [2.498, -1.121, -4.473], [0.246, -1.053, -3.544], [0.121, 2.749, 1.333], [1.163, 3.659, 1.704], [-0.774, 2.546, 2.416], [-1.755, 3.518, 2.609], [-2.664, 3.450, 3.651], [-3.624, 4.453, 3.873], [-4.454, 4.711, 2.935], [-4.736, 6.157, 2.625], [-5.219, 3.671, 2.151], [-2.575, 2.357, 4.534], [-3.505, 2.286, 5.685], [-5.173, 1.402, 5.495], [-3.203, 2.835, 6.853], [-4.056, 2.798, 8.083], [-1.538, 3.740, 7.071], [-1.617, 1.370, 4.358], [-0.722, 1.483, 3.299], [0.531, 0.244, 3.134], [5.510, -3.381, 2.575], [4.495, -1.967, 2.425], [6.238, -1.771, 2.340], [4.729, -3.440, 0.242], [6.332, -2.689, 0.169], [4.174, -0.717, 0.656], [5.556, -0.672, -0.398], [4.136, -0.747, -2.075], [4.317, -2.460, -1.827], [2.061, -1.991, -2.069], [1.646, -1.922, 2.572], [2.700, -2.388, 1.168], [1.135, -3.835, 0.401], [-0.050, -2.556, 0.389], [-0.305, -5.352, 0.995], [-0.696, -5.414, 2.696], [-2.782, -5.355, 1.370], [-2.304, -3.818, 0.676], [-2.636, -3.960, 2.421], [0.514, 3.746, -0.731], [1.628, 3.170, -1.944], [-0.104, 2.615, -3.359], [-2.123, 4.140, -2.958], [-0.521, 4.957, -2.782], [-1.454, 4.463, -1.346], [3.674, 1.328, -3.387], [2.496, -0.985, -5.558], [3.503, -0.882, -4.130], [2.332, -2.187, -4.317], [-0.662, -0.462, -3.597], [0.272, -1.543, -2.566], [0.140, -1.850, -4.283], [0.815, 4.520, 1.451], [-1.798, 4.369, 1.939], [-4.657, 6.718, 3.556], [-4.008, 6.541, 1.915], [-5.758, 6.302, 2.279], [-4.711, 3.326, 1.251], [-5.502, 2.859, 2.812], [-6.146, 4.137, 1.819], [-5.092, 3.026, 7.848], [-3.982, 1.809, 8.537], [-3.704, 3.503, 8.829], [-1.577, 0.560, 5.071], [-0.818, -4.949, -7.454], [-0.558, -5.400, -6.170], [0.535, -4.874, -5.498], [1.353, -3.960, -6.018], [1.088, -3.539, -7.254], [0.020, -3.998, -8.010], [-1.663, -5.334, -8.012], [-1.186, -6.142, -5.698], [0.773, -5.196, -4.490], [1.771, -2.796, -7.652], [-0.148, -3.618, -9.009]]}